This record from OMol25 describes C40H32AsN6O3PmS as an isolated structure at a distorted geometry. The level of theory is the ωB97M-V functional and the def2-TZVPD basis.

* HOMO (alpha / beta): -0.26820 / -0.26860 hartree
* relative energy (zero: lowest compared OMol25 entry of this formula, charge and spin): 0.0 kcal per mole
* calculated total energy: -5340.2071 Ha
* expectation value of S²: 6.00
* lowest unoccupied orbital energy (alpha / beta): -0.60 / -0.59 eV
* max |F|: 1.46 eV/A

Structure (ORCA input):
```
! RIJCOSX wB97M-V def2-TZVPD def2/J DEFGRID3
* xyz 0 5
Pm -2.00 -19.65 10.27
N 0.85 -22.15 7.52
C 0.31 -21.44 8.51
S -1.14 -22.11 9.24
N 1.00 -20.32 8.77
N 0.46 -19.60 9.78
C 1.09 -18.59 10.24
C 0.46 -17.69 11.23
C 1.05 -16.47 11.59
C 0.36 -15.61 12.44
C -0.90 -15.95 12.93
C -1.42 -17.17 12.53
N -0.74 -18.01 11.73
H 0.31 -22.86 7.08
H 1.60 -21.70 7.02
H 2.08 -18.31 9.88
H 2.01 -16.17 11.20
H 0.79 -14.66 12.72
H -1.44 -15.29 13.58
H -2.38 -17.51 12.86
C -1.21 -22.76 13.19
O -2.47 -23.02 13.74
C -3.61 -22.29 13.53
C -4.75 -22.67 14.22
C -5.93 -21.94 14.12
C -6.01 -20.86 13.29
C -4.90 -20.45 12.53
C -5.06 -19.29 11.69
N -4.24 -18.82 10.83
N -4.59 -17.62 10.18
C -3.59 -17.09 9.53
O -2.37 -17.51 9.33
C -3.84 -15.77 8.95
C -5.15 -15.38 8.76
C -5.42 -14.13 8.26
C -4.37 -13.29 7.94
C -3.05 -13.69 8.11
C -2.78 -14.95 8.62
C -3.69 -21.16 12.67
O -2.63 -20.78 12.01
H -1.20 -22.91 12.11
H -0.55 -23.50 13.64
H -0.86 -21.76 13.46
H -4.69 -23.51 14.90
H -6.79 -22.26 14.70
H -6.95 -20.30 13.22
H -6.02 -18.77 11.85
H -5.93 -16.09 9.03
H -6.45 -13.80 8.14
H -4.59 -12.29 7.56
H -2.24 -13.02 7.86
H -1.77 -15.30 8.77
C -0.47 -21.30 4.21
C -1.62 -22.04 4.41
C -2.48 -21.71 5.46
C -2.20 -20.63 6.27
C -1.07 -19.86 6.02
C -0.21 -20.20 5.00
As -3.39 -20.02 7.66
C -4.95 -21.10 7.50
C -5.13 -22.39 7.97
C -6.34 -23.02 7.72
C -7.33 -22.36 7.00
C -7.13 -21.08 6.53
C -5.93 -20.43 6.78
C -5.59 -19.05 6.35
C -6.42 -18.17 5.66
C -5.96 -16.91 5.32
C -4.67 -16.52 5.65
C -3.84 -17.38 6.35
C -4.31 -18.62 6.70
H 0.22 -21.58 3.43
H -1.85 -22.88 3.78
H -3.38 -22.29 5.63
H -0.86 -19.00 6.65
H 0.68 -19.59 4.81
H -4.34 -22.91 8.50
H -6.53 -24.02 8.09
H -8.27 -22.85 6.81
H -7.93 -20.60 5.97
H -7.42 -18.46 5.39
H -6.63 -16.23 4.81
H -4.32 -15.53 5.38
H -2.84 -17.06 6.62
*
```



This record from OMol25 describes C40H33AsCoN3OS5 as an isolated structure at a distorted geometry. The level of theory is the ωB97M-V functional and the def2-TZVPD basis.

* HOMO (alpha / beta): -0.25759 / -0.30765 hartree
* relative energy (zero: lowest compared OMol25 entry of this formula, charge and spin): 1.6 kcal per mole
* calculated total energy: -7392.8635 Ha
* expectation value of S²: 6.04
* lowest unoccupied orbital energy (alpha / beta): -0.65 / -2.20 eV
* max |F|: 4.24 eV/A

Structure (ORCA input):
```
! RIJCOSX wB97M-V def2-TZVPD def2/J DEFGRID3
* xyz 0 5
Co 0.48 -0.28 -0.29
S 6.25 -4.53 -0.54
C 4.82 -3.84 -0.34
S 4.36 -2.84 1.09
C 2.97 -2.03 0.42
C 2.87 -2.21 -1.00
S 1.70 -1.25 -1.83
S 3.66 -3.62 -1.66
S 1.74 -1.25 1.35
N -8.28 2.82 -2.65
C -7.13 2.78 -2.51
C -5.79 2.52 -2.08
C -5.54 2.22 -0.76
C -4.21 1.87 -0.44
C -3.20 1.85 -1.39
C -3.52 2.20 -2.74
C -4.81 2.52 -3.05
C -1.86 1.42 -1.19
C -0.83 0.89 -0.78
H -6.26 2.41 0.06
H -4.05 1.53 0.57
H -2.67 2.21 -3.41
H -5.18 2.72 -4.06
C 0.97 -5.21 3.02
C -0.18 -5.28 1.91
N -1.56 -5.12 2.41
C -1.92 -5.88 3.62
C -2.17 -5.08 4.87
C -2.63 -4.66 1.69
O -3.81 -4.83 2.01
C -2.26 -3.74 0.61
C -3.03 -3.77 -0.55
C -2.88 -2.82 -1.50
C -1.80 -1.91 -1.42
N -1.07 -1.86 -0.31
C -1.30 -2.73 0.72
H 0.56 -4.73 3.96
H 1.73 -4.54 2.61
H 1.39 -6.21 3.23
H -0.13 -6.27 1.39
H 0.04 -4.51 1.17
H -1.07 -6.55 3.86
H -2.74 -6.49 3.28
H -1.86 -4.02 4.79
H -1.78 -5.54 5.77
H -3.23 -5.11 5.14
H -3.76 -4.57 -0.74
H -3.50 -2.87 -2.41
H -1.52 -1.29 -2.23
H -0.68 -2.59 1.62
C -0.42 5.79 1.21
C 0.67 5.81 0.37
C 1.13 4.65 -0.23
C 0.53 3.43 0.10
C -0.57 3.41 0.95
C -1.07 4.59 1.49
As 1.43 1.82 -0.45
C 1.98 2.21 -2.32
C 3.08 1.66 -2.94
C 3.21 1.73 -4.31
C 2.21 2.39 -5.11
C 1.11 2.98 -4.46
C 1.06 2.91 -3.07
C 3.24 2.19 0.37
C 3.53 1.68 1.69
C 4.59 2.13 2.43
C 5.43 3.13 1.93
C 5.25 3.55 0.63
C 4.14 3.06 -0.15
H -0.70 6.66 1.76
H 1.28 6.72 0.31
H 1.99 4.71 -0.91
H -0.99 2.46 1.16
H -1.98 4.68 2.09
H 3.84 1.11 -2.40
H 4.07 1.23 -4.78
H 2.29 2.50 -6.18
H 0.38 3.57 -4.94
H 0.26 3.44 -2.60
H 2.83 0.93 2.12
H 4.69 1.64 3.40
H 6.17 3.69 2.50
H 6.04 4.21 0.22
H 3.99 3.42 -1.17
*
```



This record from OMol25 describes C40H33ClN4O7PRbSSe2 as an isolated structure. The level of theory is the ωB97M-V functional and the def2-TZVPD basis.

* HOMO: -0.09956 hartree
* relative energy (zero: lowest compared OMol25 entry of this formula, charge and spin): 28.7 kcal per mole
* calculated total energy: -8316.7285 Ha
* lowest unoccupied orbital energy: 3.75 eV
* max |F|: 0.81 eV/A

Structure (ORCA input):
```
! RIJCOSX wB97M-V def2-TZVPD def2/J DEFGRID3
* xyz -2 1
Rb 0.32 -0.16 1.61
Se -1.34 -0.21 -3.31
P 0.09 1.12 -4.17
Se 1.33 2.35 -2.92
C -0.76 2.22 -5.38
C -0.07 3.27 -5.98
C -0.68 4.09 -6.91
C -2.01 3.88 -7.25
C -2.72 2.84 -6.65
C -2.09 2.02 -5.72
C 1.18 0.15 -5.30
C 2.53 -0.02 -5.03
C 3.32 -0.80 -5.86
C 2.77 -1.41 -6.98
C 1.42 -1.24 -7.26
C 0.63 -0.47 -6.42
H 0.96 3.45 -5.68
H -0.13 4.90 -7.36
H -2.50 4.52 -7.97
H -3.76 2.68 -6.90
H -2.63 1.22 -5.23
H 2.95 0.49 -4.17
H 4.37 -0.93 -5.63
H 3.39 -2.02 -7.62
H 0.98 -1.72 -8.13
H -0.43 -0.36 -6.63
O -6.67 -0.49 3.20
C -5.36 -0.21 3.50
O -4.97 -0.30 4.63
C -4.55 0.23 2.34
C -4.83 1.23 1.44
Cl -6.13 2.36 1.50
N -3.82 1.30 0.56
N -2.88 0.36 0.83
C -3.32 -0.30 1.89
C -2.62 -1.55 2.40
O -3.26 -2.59 2.20
O -1.51 -1.38 2.93
C -3.64 2.12 -0.59
C -4.72 2.41 -1.41
C -4.51 3.16 -2.55
C -3.24 3.61 -2.88
C -2.16 3.29 -2.06
C -2.36 2.54 -0.91
H -6.76 -0.47 2.24
H -5.70 2.01 -1.19
H -5.35 3.37 -3.20
H -3.07 4.17 -3.79
H -1.16 3.58 -2.33
H -1.51 2.27 -0.29
O 4.83 0.40 3.02
C 3.81 0.37 2.31
O 2.65 0.75 2.56
C 4.01 -0.26 0.90
C 5.16 -0.99 0.63
C 5.30 -1.60 -0.60
C 4.28 -1.46 -1.53
C 3.18 -0.70 -1.19
N 3.04 -0.12 0.00
H 5.92 -1.05 1.41
H 6.18 -2.19 -0.83
H 4.33 -1.93 -2.51
H 2.36 -0.55 -1.88
C 1.35 -4.45 2.17
C -0.12 -4.27 1.82
C -0.03 -3.69 0.42
O 1.15 -2.87 0.42
C 1.99 -3.23 1.52
H 1.75 -5.37 1.72
H 1.53 -4.49 3.24
H -0.61 -3.55 2.48
H -0.70 -5.20 1.84
H -0.88 -3.07 0.14
H 0.10 -4.48 -0.34
H 2.04 -2.39 2.22
H 3.00 -3.41 1.15
S 2.55 4.22 1.28
C 1.69 2.88 0.59
N 0.43 2.81 0.83
C 0.05 3.86 1.64
C -1.25 4.07 2.11
C -1.50 5.16 2.92
C -0.48 6.05 3.26
C 0.81 5.85 2.80
C 1.07 4.75 1.99
H 2.22 2.14 0.00
H -2.03 3.37 1.84
H -2.50 5.32 3.30
H -0.69 6.89 3.90
H 1.61 6.54 3.08
*
```



This record from OMol25 describes a 4-piece molecular cluster, C40H34BN4O13P overall at a distorted geometry. The level of theory is the ωB97M-V functional and the def2-TZVPD basis.

* HOMO: -0.31711 hartree
* calculated total energy: -3107.9006 Ha
* lowest unoccupied orbital energy: -1.27 eV
* max |F|: 2.95 eV/A

Structure (ORCA input):
```
! RIJCOSX wB97M-V def2-TZVPD def2/J DEFGRID3
* xyz 0 1
C 0.06 5.86 -4.57
C -0.90 4.75 -4.13
C -1.58 4.03 -5.12
C -2.45 3.01 -4.72
C -2.61 2.75 -3.36
C -3.58 1.65 -2.91
C -3.14 0.24 -3.29
C -3.33 -0.21 -4.61
C -2.95 -1.48 -5.00
C -2.36 -2.39 -4.10
P -1.89 -4.01 -4.81
N -3.13 -4.92 -4.93
O -0.73 -4.77 -3.98
O -1.23 -3.67 -6.26
C -2.20 -1.95 -2.78
C -2.56 -0.65 -2.37
C -2.26 -0.30 -0.92
O -2.99 0.34 -0.22
C -0.95 -0.89 -0.42
C -0.08 -0.15 0.40
O -0.35 1.13 0.82
B 0.54 1.93 0.09
O 1.55 2.65 0.69
O 0.44 2.00 -1.31
C 1.12 -0.75 0.80
C 1.45 -2.04 0.40
C 0.60 -2.79 -0.41
C -0.60 -2.19 -0.81
C -1.62 -2.86 -1.71
O -1.94 -4.01 -1.55
C -1.93 3.47 -2.38
C -1.05 4.50 -2.77
H 0.84 5.46 -5.22
H 0.48 6.33 -3.67
H -0.48 6.65 -5.11
H -1.41 4.30 -6.16
H -2.98 2.46 -5.50
H -3.75 1.77 -1.84
H -4.55 1.83 -3.41
H -3.77 0.50 -5.32
H -3.12 -1.79 -6.03
H -3.95 -4.45 -4.55
H -0.22 -4.17 -3.42
H -0.40 -3.20 -6.06
H 2.36 2.56 0.16
H 0.87 1.22 -1.70
H 1.80 -0.18 1.44
H 2.39 -2.50 0.72
H 0.82 -3.80 -0.75
H -2.11 3.23 -1.34
H -0.54 5.06 -1.99
O 1.07 -1.78 -3.19
N 1.25 -1.35 -4.32
O 0.52 -0.55 -4.86
C 2.42 -1.83 -5.06
C 3.25 -2.77 -4.48
C 4.34 -3.24 -5.19
C 4.59 -2.76 -6.47
C 3.76 -1.81 -7.04
C 2.66 -1.34 -6.33
H 3.06 -3.14 -3.48
H 5.00 -3.98 -4.75
H 5.44 -3.13 -7.03
H 3.95 -1.44 -8.04
H 2.01 -0.60 -6.78
O 0.35 1.72 2.77
N -0.41 2.20 3.57
O -1.54 2.58 3.31
C 0.05 2.36 4.96
C 1.34 1.98 5.29
C 1.78 2.15 6.59
C 0.93 2.69 7.55
C -0.36 3.06 7.21
C -0.81 2.89 5.90
H 2.00 1.56 4.54
H 2.79 1.87 6.86
H 1.28 2.83 8.56
H -1.02 3.47 7.96
H -1.82 3.18 5.64
O 3.26 -1.83 7.48
N 3.01 -2.20 8.61
O 3.79 -2.79 9.33
C 1.68 -1.90 9.15
C 0.76 -1.26 8.34
C -0.51 -1.00 8.84
C -0.84 -1.38 10.13
C 0.10 -2.01 10.93
C 1.36 -2.28 10.44
H 1.00 -0.96 7.33
H -1.24 -0.50 8.21
H -1.84 -1.18 10.51
H -0.16 -2.31 11.94
H 2.09 -2.78 11.07
*
```